This record from OMol25 describes a structure of composition C32H41ClN4NaO6S. The level of theory is ωB97M-V/def2-TZVPD.

Each line ends with the Mulliken charge.
Atoms and positions in Å:
Na1 0.077889 -0.684427 -1.045605  0.509
C1 1.474901 -0.803355 -4.254463  -0.681
C2 1.991142 0.525919 -3.730750  -0.793
O1 1.249738 0.931266 -2.593408  0.623
C3 1.976644 1.856959 -1.809301  -0.960
C4 1.070949 2.399535 -0.740624  -0.875
O2 0.656740 1.317502 0.051392  0.465
C5 -0.119212 1.703345 1.169312  -0.941
C6 -0.415689 0.435000 1.942644  0.149
O3 -0.924105 -0.580339 1.098969  -0.295
C7 -2.334559 -0.722535 1.033705  -0.329
C8 -3.051212 0.435391 0.362211  -1.051
O4 -2.331261 0.839386 -0.785918  0.555
C9 -3.106655 1.661140 -1.630769  -0.659
C10 -2.289716 2.058068 -2.832518  -0.296
O5 -1.983541 0.918444 -3.593438  0.033
C11 -1.103094 1.181529 -4.653502  -0.416
C12 -0.627049 -0.147040 -5.204049  -0.865
O6 0.074168 -0.918651 -4.255473  -0.309
H1 1.834888 -1.605020 -3.612187  0.193
H2 1.882303 -0.960084 -5.263646  0.443
H3 3.046412 0.390859 -3.466304  0.379
H4 1.929714 1.313209 -4.496016  0.375
H5 2.339999 2.685520 -2.433217  0.383
H6 2.834479 1.348222 -1.351603  0.343
H7 0.200800 2.901187 -1.183621  0.277
H8 1.623067 3.132039 -0.137113  0.458
H9 -1.033307 2.199715 0.824910  0.211
H10 0.449727 2.395437 1.804392  0.503
H11 -1.106239 0.646508 2.768401  0.464
H12 0.518377 0.051165 2.351741  -0.514
H13 -2.751480 -0.869175 2.037960  0.455
H14 -2.489489 -1.620297 0.444539  -0.117
H15 -3.156465 1.295693 1.044086  0.404
H16 -4.057605 0.089329 0.091694  0.445
H17 -3.407059 2.579737 -1.100835  0.356
H18 -4.007080 1.125369 -1.945996  0.048
H19 -1.361859 2.548907 -2.508401  -0.122
H20 -2.864254 2.783085 -3.429402  0.474
H21 -0.258661 1.783960 -4.300566  0.218
H22 -1.610745 1.740743 -5.456260  0.341
H23 -0.014570 0.026366 -6.099725  0.503
H24 -1.501199 -0.735400 -5.491794  0.355
S1 2.604402 -1.895871 -1.035506  -0.432
C13 3.203160 -1.791522 0.558032  -0.125
N1 3.796592 -2.739301 1.199164  -0.924
N2 4.145865 -2.391858 2.523991  0.113
C14 3.250773 -2.379311 3.555210  0.572
C15 3.714511 -2.217947 4.873861  -0.720
C16 2.828196 -2.129570 5.929558  -0.435
C17 1.454373 -2.212945 5.720320  -0.700
C18 0.994652 -2.402739 4.423787  -0.374
C19 1.865834 -2.486037 3.348653  -0.253
N3 2.878725 -0.572121 1.242374  0.939
N4 3.740948 0.303980 1.190233  -0.965
C20 3.407434 1.440996 1.989232  0.402
C21 3.810937 2.690958 1.539831  -0.301
C22 3.526614 3.819481 2.294743  -0.368
C23 2.873290 3.694007 3.514488  -0.565
C24 2.509642 2.435499 3.978566  -0.599
C25 2.772042 1.304615 3.220243  0.238
H25 5.109360 -2.572227 2.735997  0.221
H26 4.781990 -2.141671 5.052057  0.345
H27 3.216328 -1.994487 6.932493  0.363
H28 0.762761 -2.145215 6.549748  0.394
H29 -0.069511 -2.488817 4.234395  0.408
H30 1.483287 -2.638870 2.349110  0.495
H31 4.339017 2.759626 0.596307  0.440
H32 3.824035 4.797501 1.937223  0.390
H33 2.663539 4.573266 4.110408  0.376
H34 2.022040 2.332013 4.940026  0.408
H35 2.506752 0.313999 3.573627  -0.174
Cl1 -7.808870 -1.492274 -0.540214  -0.326
C26 -6.142395 -1.839508 -0.987559  0.109
C27 -5.404706 -2.785695 -0.285186  -0.485
C28 -4.102096 -3.067946 -0.640492  -0.414
C29 -3.419654 -2.389021 -1.712195  0.830
C30 -2.077436 -2.558692 -2.011073  -1.846
C31 -4.264958 -1.488517 -2.454562  -0.403
C32 -5.566331 -1.221331 -2.097648  -0.454
H36 -5.864908 -3.315256 0.541746  0.400
H37 -3.563258 -3.828159 -0.082873  0.376
H38 -1.664167 -2.110432 -2.907468  0.185
H39 -1.476563 -3.327537 -1.533068  0.406
H40 -3.831875 -0.972276 -3.303784  0.339
H41 -6.156204 -0.522994 -2.683248  0.375

Force components x, y, z for each atom (eV/Å):
Na -0.39 -0.19 -0.24
C -0.02 0.05 0.05
C 0.05 0.00 0.01
O 0.08 -0.03 -0.09
C 0.07 0.02 -0.02
C 0.02 0.04 0.03
O 0.12 0.18 0.17
C -0.04 -0.02 -0.03
C -0.07 -0.01 0.01
O 0.09 0.03 0.20
C 0.02 -0.04 -0.12
C -0.03 0.01 0.08
O -0.02 -0.03 -0.09
C 0.05 0.01 0.01
C 0.02 0.00 0.00
O -0.06 0.01 0.04
C 0.02 0.01 -0.05
C 0.02 0.01 0.02
O -0.06 -0.06 -0.05
H -0.01 -0.02 0.01
H 0.02 0.00 0.00
H -0.01 0.00 0.00
H 0.00 0.02 0.00
H 0.00 0.01 0.00
H -0.01 0.00 -0.01
H 0.00 0.01 0.01
H -0.01 0.00 0.01
H 0.01 0.00 0.01
H 0.01 0.01 0.01
H 0.00 0.00 -0.01
H 0.01 -0.03 0.01
H 0.00 0.01 0.00
H -0.04 -0.01 0.01
H -0.01 0.00 -0.01
H 0.03 -0.01 -0.01
H -0.02 -0.02 0.01
H -0.01 -0.01 0.01
H -0.01 -0.01 -0.02
H -0.01 0.01 0.01
H -0.01 0.01 0.00
H -0.01 0.00 0.00
H 0.00 -0.01 0.00
H 0.00 0.00 0.01
S 0.07 0.03 -0.05
C 0.01 -0.04 -0.17
N -0.07 -0.09 -0.07
N 0.15 0.35 0.04
C -0.15 -0.17 0.17
C 0.00 0.04 -0.06
C -0.02 0.00 0.01
C 0.02 -0.01 -0.01
C -0.02 0.03 0.00
C 0.09 0.01 -0.02
N -0.15 -0.14 0.13
N 0.13 0.06 -0.08
C -0.02 0.10 0.07
C -0.01 -0.03 0.01
C -0.01 0.02 0.00
C 0.01 0.00 -0.02
C -0.02 -0.01 0.00
C 0.00 0.00 0.00
H 0.02 -0.16 0.06
H 0.00 0.00 0.00
H 0.00 0.00 0.00
H 0.00 0.00 0.00
H 0.01 0.00 0.00
H 0.00 0.01 -0.01
H 0.00 0.00 0.00
H 0.00 0.00 0.00
H 0.00 0.00 0.00
H 0.00 0.00 0.00
H 0.02 0.03 -0.01
Cl 0.00 0.00 0.00
C 0.01 -0.01 -0.05
C 0.01 0.00 -0.01
C 0.06 0.03 0.01
C -0.09 -0.07 -0.08
C 0.25 0.04 0.04
C 0.04 0.04 0.09
C -0.02 0.01 0.02
H 0.00 0.01 0.00
H 0.01 0.03 0.01
H -0.02 0.01 0.02
H -0.14 -0.05 0.03
H -0.01 -0.02 -0.03
H 0.00 0.00 0.01

Values from the calculation:
LUMO energy (eV): 1.772
Net charge: -1
Spin multiplicity: 1
HOMO (eV): -2.406
Orbital gap (eV): 4.18



This record from OMol25 describes a cluster of 2 separate species, C3H10N2O2 in total. The level of theory is ωB97M-V/def2-TZVPD.

Each line ends with the Mulliken charge.
Atoms and positions in Å:
C1 -2.292999 -0.459952 -0.529405  0.063
N1 -1.042592 -0.241498 -1.001045  0.052
C2 -0.246090 0.927790 -0.794541  -0.300
C3 1.131176 0.151948 -0.718335  -0.743
N2 1.530353 -0.934530 -1.776336  -0.604
O1 -3.125337 0.392122 -0.112107  -0.292
H1 -2.541686 -1.518142 -0.455174  0.382
H2 -0.642927 -0.937825 -1.615255  0.390
H3 -0.153970 1.571639 -1.655043  0.307
H4 -0.258807 1.356001 0.228130  0.320
H5 1.051306 -0.359470 0.318773  0.439
H6 2.030063 0.798539 -0.694383  0.448
H7 2.156433 -1.516323 -1.200068  0.277
H8 1.858012 -0.420488 -2.632535  0.260
H9 -0.343305 1.017563 4.153794  0.327
H10 0.937344 0.083151 4.280798  0.331
O2 -0.046975 0.089476 4.202730  -0.657

Force components x, y, z for each atom (eV/Å):
C -2.71 -0.01 1.73
N -1.44 2.34 0.47
C 2.53 -1.74 0.03
C 2.23 -1.99 0.96
N -2.01 2.60 1.49
O 2.77 -1.05 -1.12
H -0.22 -0.13 -0.43
H 0.62 -0.69 -0.32
H -0.61 0.54 -0.18
H -1.17 0.24 -0.99
H 0.52 0.51 -1.81
H -0.98 0.44 0.29
H 0.09 0.25 -1.48
H 0.37 -1.31 1.40
H 0.50 -0.59 0.22
H -1.28 0.30 0.03
O 0.79 0.32 -0.30

Values from the calculation:
LUMO energy (alpha / beta) (eV): -4.073 / -9.251
Net charge: +1
Spin multiplicity: 2
HOMO (alpha / beta) (eV): -14.314 / -14.314
<S²>: 0.790
Relative energy (zero: lowest compared OMol25 entry of this formula, charge and spin) (kJ/mol): 310.4
Orbital gap (alpha / beta) (eV): 10.24 / 5.06



This record from OMol25 describes a structure of composition C22H22IN2O3STeW. The level of theory is ωB97M-V/def2-TZVPD.

Each line ends with the Mulliken charge.
Atoms and positions in Å:
W1 -0.623907 -0.178634 0.043608  0.727
C1 2.993914 0.636346 2.628446  -1.331
C2 1.809677 1.498262 2.947420  0.576
N1 1.900549 2.370989 3.938523  -0.593
C3 0.827510 3.095836 4.265509  -0.886
C4 -0.395648 3.000193 3.640798  1.031
C5 -1.558131 3.858135 4.067836  -1.192
O1 -1.963425 4.699314 2.984506  -0.501
C6 -0.533805 2.095336 2.567133  0.113
C7 -1.766299 1.975891 1.848193  0.207
N2 -1.906469 1.067433 0.931583  0.330
C8 -3.008698 0.852421 0.080155  1.079
C9 -4.262794 1.440686 0.115150  -0.685
C10 -5.186856 1.034615 -0.834180  -0.685
C11 -4.851302 0.085561 -1.794755  -0.517
C12 -3.589754 -0.501706 -1.808386  -1.098
C13 -2.635794 -0.124499 -0.875998  -0.047
I1 1.140157 -1.323933 -1.656986  -0.320
C14 0.618266 1.351897 2.235490  0.203
O2 0.576730 0.483429 1.197223  -0.290
H1 3.810411 0.894511 3.297033  0.385
H2 3.316181 0.769253 1.595418  0.252
H3 2.741335 -0.416853 2.764033  0.380
H4 0.973529 3.789155 5.087953  0.364
H5 -1.274290 4.445938 4.940478  0.491
H6 -2.401202 3.221271 4.351553  0.327
H7 -2.015620 5.610629 3.282444  0.319
H8 -2.594890 2.635448 2.071680  0.622
H9 -4.522407 2.177416 0.866531  0.433
H10 -6.185771 1.449199 -0.809175  0.411
H11 -5.581127 -0.215836 -2.534139  0.418
H12 -3.361082 -1.253168 -2.554136  0.444
Te1 -1.567978 -2.312780 1.041513  -0.076
C15 3.541071 5.856236 1.895387  -1.552
C16 2.843820 4.901069 0.975098  0.816
C17 1.468835 4.980078 0.756500  -0.869
C18 0.824592 4.093830 -0.088513  -0.499
C19 1.573853 3.123751 -0.738198  0.905
C20 2.943054 3.012196 -0.526558  -0.622
C21 3.567588 3.895975 0.334276  -0.651
S1 0.859526 2.046366 -1.949820  0.198
C22 0.095942 3.263097 -3.023514  -1.113
O3 -0.402178 1.430453 -1.272371  -0.462
H13 2.915761 6.717314 2.125156  0.381
H14 4.478843 6.202260 1.462241  0.398
H15 3.784244 5.345249 2.830516  0.321
H16 0.889756 5.752257 1.246330  0.363
H17 -0.244075 4.174669 -0.250494  0.358
H18 3.510737 2.251879 -1.050522  0.465
H19 4.634199 3.815131 0.504914  0.449
H20 -0.520124 3.948547 -2.447159  0.324
H21 -0.506436 2.703478 -3.737082  0.447
H22 0.892044 3.792984 -3.544649  0.450

Force components x, y, z for each atom (eV/Å):
W 0.92 -2.21 -5.00
C -0.03 0.07 0.01
C 0.27 -0.11 0.11
N -0.03 -0.10 -0.10
C 0.11 0.05 0.06
C -0.31 0.08 -0.20
C 0.04 -0.01 -0.02
O 0.08 -0.05 -0.05
C 1.15 0.13 0.51
C -0.33 -0.70 -0.47
N -0.95 1.38 1.22
C -1.09 -0.29 -1.09
C 0.16 0.05 0.36
C -0.15 0.05 -0.01
C 0.15 -0.02 0.20
C 0.39 -0.16 -0.21
C 0.36 1.52 1.41
I -0.41 -0.63 0.22
C -0.74 0.52 -0.05
O 1.05 1.40 2.60
H -0.01 0.01 0.00
H -0.01 -0.02 -0.05
H 0.02 0.00 -0.04
H -0.09 0.01 -0.03
H -0.01 -0.03 0.02
H -0.02 0.06 0.07
H -0.05 0.01 0.05
H 0.00 0.09 -0.01
H -0.08 0.00 -0.04
H 0.03 0.04 -0.07
H -0.04 0.00 0.03
H 0.00 0.02 -0.02
Te -0.18 -1.78 0.85
C -0.01 -0.07 0.10
C 0.06 -0.10 -0.03
C -0.13 -0.06 0.04
C -0.03 0.10 0.04
C 0.10 -0.11 -0.20
C -0.04 -0.11 -0.09
C 0.00 0.05 0.06
S -0.43 0.22 0.24
C 0.00 -0.26 -0.06
O 0.21 0.94 -0.53
H 0.04 0.00 0.01
H -0.02 0.03 0.00
H -0.01 0.06 0.02
H 0.01 0.01 0.04
H 0.01 -0.02 0.04
H 0.01 -0.01 0.04
H -0.01 0.01 -0.02
H 0.00 -0.06 0.02
H -0.01 0.02 0.00
H 0.03 0.00 0.05

Values from the calculation:
LUMO energy (alpha / beta) (eV): -3.994 / -5.533
Net charge: +1
Spin multiplicity: 3
HOMO (alpha / beta) (eV): -10.401 / -10.411
<S²>: 2.027
Relative energy (zero: lowest compared OMol25 entry of this formula, charge and spin) (kJ/mol): 134.6
Orbital gap (alpha / beta) (eV): 6.41 / 4.88



This record from OMol25 describes a structure of composition C11H12N7OSTi. The level of theory is ωB97M-V/def2-TZVPD.

Each line ends with the Mulliken charge.
Atoms and positions in Å:
Ti1 -0.730756 0.002823 0.549069  0.572
C1 3.418973 0.922747 -0.353217  -1.438
C2 1.956987 0.602989 -0.358922  0.766
N1 1.285090 0.246814 0.738185  0.786
N2 2.028989 0.089460 1.910516  -1.240
C3 1.285004 -0.079710 2.956868  0.483
N3 1.969997 -0.211314 4.160640  -0.521
S1 -0.461301 -0.124808 3.062748  -0.511
C4 1.193670 0.685761 -1.548543  0.466
C5 1.709729 1.172252 -2.779902  -0.859
C6 0.890148 1.316634 -3.854413  -0.299
C7 -0.483885 0.968070 -3.740512  -0.908
C8 -0.915738 0.475889 -2.541463  -0.048
N4 -0.134330 0.311072 -1.460980  -0.075
H1 3.794930 0.896834 0.664404  0.407
H2 3.606677 1.913428 -0.774807  0.306
H3 3.988124 0.202870 -0.948626  0.277
H4 2.924599 -0.514279 4.042120  0.237
H5 1.456838 -0.709746 4.868193  0.229
H6 2.757056 1.434575 -2.843463  0.302
H7 1.282129 1.697968 -4.789782  0.395
H8 -1.173397 1.078017 -4.564356  0.365
H9 -1.950920 0.179323 -2.407708  0.363
N5 -1.301465 -1.971117 0.335009  -0.390
C9 -2.105033 -2.794122 0.570883  0.608
N6 -2.991918 -3.696131 0.673339  -0.679
C10 -3.237338 -4.403335 1.761102  0.480
N7 -3.528380 -5.086114 2.649645  -0.553
C11 -3.347146 1.064626 0.812776  -0.698
O1 -1.987231 1.355626 0.577700  -0.589
H10 -3.933687 1.987775 0.830881  0.250
H11 -3.494948 0.559453 1.773736  0.266
H12 -3.771465 0.425677 0.028894  0.250

Force components x, y, z for each atom (eV/Å):
Ti -0.32 0.21 0.74
C 0.11 0.02 0.03
C -0.03 0.02 -0.19
N 0.58 0.05 0.18
N -0.47 0.03 -0.30
C 0.05 0.02 0.22
N -0.07 0.03 -0.01
S 0.38 -0.16 -0.21
C 0.11 0.05 -0.03
C 0.09 -0.11 0.21
C -0.28 -0.02 -0.20
C 0.28 0.08 -0.10
C -0.10 -0.23 0.22
N 0.31 0.22 -0.34
H -0.01 0.00 0.01
H -0.02 0.00 0.01
H -0.03 -0.01 0.00
H 0.01 0.01 0.01
H -0.01 -0.02 -0.01
H -0.01 0.02 -0.02
H -0.02 0.00 0.00
H 0.01 0.00 -0.02
H 0.00 0.03 0.01
N -0.42 -0.10 0.02
C 0.23 -0.05 -0.01
N -0.17 -0.12 -0.11
C 0.09 0.07 -0.03
N -0.02 0.00 0.03
C 0.12 0.16 0.01
O -0.39 -0.19 -0.13
H 0.02 0.05 0.01
H 0.00 -0.01 0.04
H -0.01 -0.03 -0.02

Values from the calculation:
LUMO energy (alpha / beta) (eV): 2.869 / 2.625
Net charge: -1
Spin multiplicity: 3
HOMO (alpha / beta) (eV): -2.984 / -4.872
<S²>: 2.016
Orbital gap (alpha / beta) (eV): 5.85 / 7.50